This record from the Open Molecules 2025 dataset describes C19H22N2O5 in the gas phase. The level of theory is wB97M-V/def2-TZVPD.

Structure (ORCA input):
```
! RIJCOSX wB97M-V def2-TZVPD def2/J DEFGRID3
* xyz 0 1
C -7.22 -1.77 -0.57
O -6.60 -0.78 0.22
C -5.35 -0.38 -0.09
C -4.59 -0.86 -1.16
C -3.32 -0.37 -1.37
C -2.76 0.61 -0.55
C -1.43 1.06 -0.85
C -0.66 1.99 -0.23
C -1.02 2.74 0.91
N -1.24 3.35 1.86
C 0.70 2.32 -0.72
O 1.36 3.25 -0.34
O 1.13 1.42 -1.63
C 2.43 1.59 -2.19
C 3.27 0.34 -1.92
O 3.54 -0.42 -2.84
N 3.70 0.13 -0.66
C 4.27 -1.15 -0.31
C 3.27 -1.91 0.58
C 3.86 -3.23 1.08
O 2.93 -1.14 1.71
C 2.37 0.11 1.37
C 2.01 0.85 2.65
C 3.38 0.90 0.52
C -3.54 1.09 0.52
C -4.80 0.60 0.74
H -7.33 -1.44 -1.61
H -8.20 -1.93 -0.13
H -6.66 -2.71 -0.55
H -4.98 -1.62 -1.82
H -2.75 -0.76 -2.20
H -0.98 0.59 -1.72
H 2.89 2.50 -1.79
H 2.31 1.68 -3.27
H 4.47 -1.71 -1.23
H 5.20 -0.99 0.23
H 2.36 -2.11 -0.01
H 3.14 -3.73 1.71
H 4.76 -3.03 1.66
H 4.11 -3.87 0.23
H 1.46 -0.06 0.76
H 2.91 1.01 3.24
H 1.31 0.26 3.23
H 1.56 1.81 2.42
H 2.99 1.89 0.28
H 4.30 1.03 1.10
H -3.14 1.85 1.18
H -5.40 0.97 1.56
*
```

For the highest occupied orbital energy, the calculation gives -8.809 eV. Its LUMO energy is -0.82 eV. The calculation puts the electronic energy at -1222.9189 hartree. As for the SMILES: COc1ccc(/C=C(\C#N)C(=O)OCC(=O)N2C[C@@H](C)O[C@@H](C)C2)cc1.

natural (NBO) population analysis, charges in e, atoms 1 to 6: C -0.256; O -0.477; C 0.336; C -0.280; C -0.131; C -0.169

=====

This record from the Open Molecules 2025 dataset describes 2 unconnected molecules or ions with the total composition C4H9NO. The level of theory is wB97M-V/def2-TZVPD.

Structure (ORCA input):
```
! RIJCOSX wB97M-V def2-TZVPD def2/J DEFGRID3
* xyz 0 1
C 0.53 -2.28 -0.76
C 0.51 -0.99 -0.01
N -0.59 -0.21 -0.03
C 0.03 1.00 0.69
O 0.22 0.81 1.88
C -0.61 2.29 0.21
H 1.46 -2.84 -0.67
H 0.22 -2.21 -1.81
H -0.26 -2.85 -0.24
H 1.04 -0.97 0.94
H 1.35 0.68 -0.09
H -0.87 0.01 -0.99
H -0.63 2.45 -0.87
H -0.16 3.14 0.71
H -1.65 2.20 0.57
*
```

For the highest occupied orbital energy (spin up / spin down), the calculation gives -8.133 / -8.134 eV. Its LUMO energy (spin up / spin down) is -0.30 / -0.30 eV. The calculation puts the electronic energy at -287.6542 hartree.

natural (NBO) population analysis, charges in e, atoms 1 to 6: C -0.691; C 0.231; N -0.659; C 0.530; O -0.637; C -0.675

=====

This record from the Open Molecules 2025 dataset describes C11H7NO2 in the gas phase. The level of theory is wB97M-V/def2-TZVPD.

Structure (ORCA input):
```
! RIJCOSX wB97M-V def2-TZVPD def2/J DEFGRID3
* xyz 0 1
C -0.27 2.39 -1.80
C 0.51 1.58 -0.75
C 1.82 1.96 -0.44
N 2.97 2.07 -0.33
C -0.36 1.25 0.51
O -1.01 2.02 1.14
C -0.31 -0.16 0.81
C -0.80 -0.74 1.97
C -0.74 -2.11 2.12
C -0.18 -2.86 1.09
C 0.21 -2.37 -0.14
C 0.17 -0.97 -0.24
C 0.60 -0.17 -1.42
O 0.88 -0.41 -2.53
H -1.10 1.90 -2.24
H 0.40 2.69 -2.56
H -0.57 3.30 -1.19
H -1.38 -0.11 2.70
H -1.16 -2.48 3.14
H -0.12 -3.85 1.21
H 0.43 -2.92 -1.04
*
```

For the highest occupied orbital energy, the calculation gives -9.417 eV. Its LUMO energy is -0.82 eV. The calculation puts the electronic energy at -628.5527 hartree. As for the SMILES: CC1(C#N)C(=O)c2ccccc2C1=O.

natural (NBO) population analysis, charges in e, atoms 1 to 6: C -0.593; C -0.332; C 0.259; N -0.296; C 0.588; O -0.495

=====

This record from the Open Molecules 2025 dataset describes a molecular structure, C8H24BeN2O14. The level of theory is wB97M-V/def2-TZVPD.

Structure (ORCA input):
```
! RIJCOSX wB97M-V def2-TZVPD def2/J DEFGRID3
* xyz -1 2
Be -0.56 0.00 0.07
N -1.97 -0.30 -3.34
O -1.16 -0.55 -2.42
O -3.13 -0.58 -3.20
O -1.61 0.39 -4.28
N -3.56 1.22 -0.18
O -4.63 1.78 -0.41
O -3.51 0.25 0.49
O -2.53 1.66 -0.70
C 1.83 2.04 -1.89
C 2.06 3.41 -2.46
O 1.10 3.67 -3.43
O 0.56 1.92 -1.30
H 2.61 1.78 -1.17
H 1.88 1.30 -2.68
H 3.06 3.45 -2.88
H 1.90 4.16 -1.69
H 1.55 3.98 -4.22
H 0.03 2.46 -1.89
C -0.51 2.46 2.33
C 0.80 1.79 2.74
O 1.45 1.05 1.60
O -1.42 1.44 2.09
H -0.27 2.85 1.34
H -0.80 3.27 2.99
H 0.64 1.16 3.61
H 1.41 2.65 3.02
H 2.30 0.70 1.87
H -2.27 1.75 2.41
C -2.03 -2.50 1.88
C -0.80 -2.41 2.73
O -0.20 -1.18 2.90
O -1.70 -2.16 0.51
H -2.83 -1.93 2.35
H -2.31 -3.56 1.88
H 0.04 -2.93 2.28
H -0.86 -2.79 3.75
H -0.18 -0.95 3.83
H -2.47 -2.47 0.04
C 1.96 -2.50 -0.19
C 1.48 -3.22 -1.42
O 2.11 -4.42 -1.74
O 1.71 -1.15 -0.40
H 2.97 -2.73 0.15
H 1.21 -2.72 0.56
H 1.73 -2.73 -2.36
H 0.39 -3.17 -1.43
H 2.15 -4.90 -0.91
H 2.41 -0.68 -0.86
*
```

For the highest occupied orbital energy (spin up / spin down), the calculation gives -2.480 / -4.142 eV. Its LUMO energy (spin up / spin down) is 2.18 / 2.06 eV. The calculation puts the electronic energy at -1496.4233 hartree.

natural (NBO) population analysis, charges in e, atoms 1 to 6: Be 0.912; N 0.726; O -0.641; O -0.511; O -0.551; N 0.730